(1)
DFT (wB97M-V/def2-TZVPD) results for a 4-piece molecular cluster, C38H66N2O9S3 overall at a distorted geometry.

Computed properties:
structure (SMILES): CCN(CC)C(=S)SCCCc1ccc2c(c1)Sc1ccccc1N2.COCCOCCOC.COCCOCCOC.COCCOCCOC
Kohn-Sham gap: 7.610 eV

Structure (ORCA input):
```
! wB97M-V def2-TZVPD RIJCOSX def2/J DEFGRID3
* xyz 0 1
S -0.060 -1.361 3.033
S -1.797 -3.196 1.477
S 5.931 0.086 0.250
O 1.178 -7.062 4.372
O -4.257 4.162 -2.200
O 1.347 -8.516 7.056
O 3.837 -8.803 5.313
O -6.689 6.343 -2.772
O 1.371 4.593 -2.604
O -1.794 5.219 -3.440
O 0.200 3.892 -5.341
O -6.612 4.537 -0.305
N -1.588 -0.545 0.973
N 4.988 -0.959 -2.535
C 3.096 -3.920 2.023
C -6.891 6.733 -1.426
C 2.009 3.570 -1.866
C -1.243 -1.694 1.705
C -2.705 0.156 1.676
C 1.948 4.857 -3.869
C 0.900 5.061 -4.944
C 3.267 -3.498 -0.473
C 4.544 -1.653 -1.375
C 5.341 2.601 -3.449
C -2.483 1.670 1.771
C 1.668 -7.168 6.752
C -2.503 6.348 -3.901
C 3.134 -9.846 5.966
C -1.866 -0.829 -0.442
C 1.660 -9.535 6.121
C 3.726 -2.765 -1.555
C 5.680 1.035 -1.230
C 5.088 -8.490 5.884
C 0.850 -6.535 5.646
C 1.657 -3.494 2.395
C 5.779 3.201 -2.287
C 0.071 -7.303 3.530
C 5.253 0.429 -2.398
C -6.477 3.615 -1.374
C 1.449 -1.993 2.224
C -2.959 4.236 -1.650
C -7.850 6.355 -3.573
C -2.000 4.041 -4.202
C 4.419 -2.037 1.017
C 4.881 -1.307 -0.074
C -2.292 0.426 -1.199
C 5.086 1.238 -3.522
C -5.066 3.139 -1.647
C 5.939 2.403 -1.162
C -0.713 3.281 -4.445
C 3.607 -3.153 0.830
C -6.122 5.860 -0.456
H -1.691 1.965 1.089
H -3.277 0.738 -0.868
H -6.954 3.985 -2.283
H -8.053 7.361 -3.957
H 0.215 5.868 -4.680
H 0.372 -8.045 2.789
H 1.437 -6.617 7.667
H -2.738 -0.236 2.687
H -2.574 5.240 -1.829
H -6.534 7.765 -1.310
H -2.641 -1.584 -0.573
H 4.687 -1.717 2.013
H -8.725 5.994 -3.022
H -7.954 6.706 -1.166
H -7.047 2.738 -1.056
H 2.335 2.743 -2.504
H -7.679 5.688 -4.417
H -5.110 2.316 -2.372
H 3.563 -10.052 6.953
H -1.572 1.231 -1.111
H -5.054 5.868 -0.680
H -2.294 3.510 -2.130
H 1.472 -3.763 3.432
H 1.193 -10.435 6.530
H 1.190 -9.349 5.154
H 2.616 4.043 -4.172
H -2.970 4.066 -0.568
H -2.001 7.235 -3.513
H 3.125 -4.981 1.791
H 3.228 -10.754 5.355
H -6.241 6.311 0.533
H 4.748 0.824 -4.458
H 2.737 -7.044 6.571
H -0.214 -6.672 5.863
H 1.432 5.380 -5.844
H -0.994 2.346 -4.936
H 0.976 -4.041 1.754
H 3.765 -3.748 2.861
H 5.351 -7.479 5.573
H -3.382 2.207 1.478
H 2.540 5.779 -3.791
H 3.423 -3.076 -2.543
H 2.870 3.971 -1.320
H -0.230 -6.389 3.006
H -0.926 -1.148 -0.883
H 1.281 3.184 -1.152
H 5.050 -8.511 6.978
H -4.634 2.755 -0.716
H -3.636 -0.084 1.170
H 5.183 3.207 -4.328
H -2.680 3.389 -3.640
H -0.229 3.008 -3.505
H 5.735 -1.445 -3.011
H 6.276 2.818 -0.224
H 5.865 -9.178 5.534
H 1.332 -1.771 1.167
H 2.632 -4.359 -0.619
H -2.412 0.145 -2.242
H -2.467 4.273 -5.165
H 5.996 4.254 -2.227
H -2.173 1.971 2.764
H -3.536 6.342 -3.537
H -0.785 -7.700 4.083
H 1.064 -5.458 5.638
H -2.503 6.406 -4.994
H 2.281 -1.421 2.612
*
```

(2)
DFT (wB97M-V/def2-TZVPD) results for C32H40CoGeNO3PSSe as an isolated structure.

Computed properties:
<S²>: 1.242
ΔE to the lowest compared entry with this formula, charge and spin: 10.5 kJ/mol
Kohn-Sham gap (spin up / spin down): 7.303 / 7.864 eV

Structure (ORCA input):
```
! wB97M-V def2-TZVPD RIJCOSX def2/J DEFGRID3
* xyz 0 2
Se 1.634 -1.984 1.629
Ge -0.421 -3.624 3.604
Co 1.227 2.150 -0.737
S 3.468 0.849 -1.127
P 0.258 0.587 -2.062
O 4.881 0.713 -0.992
O 2.988 2.031 -1.885
O 2.672 0.831 0.124
N 1.099 2.869 3.112
C -1.833 2.216 -5.180
C 0.258 3.450 4.140
C -0.857 2.349 -6.157
C -1.426 -4.300 2.068
C -1.520 1.643 -3.956
C -1.977 -1.154 -2.149
C -0.225 1.189 -3.705
C -1.987 5.254 0.748
C -1.206 -1.937 4.211
C 0.660 1.531 2.772
C 3.397 -2.653 -3.110
C -3.031 -1.824 -1.553
C 3.792 -1.543 -2.377
C -0.840 4.995 1.483
C -1.402 -0.172 -0.026
C -0.475 -4.950 5.045
C 2.080 -2.773 -3.525
C 1.136 -3.166 0.161
C 1.162 -1.787 -3.194
C 1.535 -0.672 -2.448
C 2.871 -0.560 -2.051
C -3.275 -1.666 -0.193
C 0.436 1.915 -5.906
C 1.286 3.728 1.945
C -2.255 4.514 -0.394
C 1.444 -3.235 3.118
C 0.754 1.343 -4.684
C -0.205 3.253 -0.065
C 0.053 3.997 1.097
C -2.462 -0.844 0.569
C -1.366 3.524 -0.791
C -1.156 -0.319 -1.388
H -1.103 2.799 -7.109
H 1.770 1.019 -4.489
H 1.842 -3.009 -0.651
H 0.612 4.451 4.390
H -1.805 -1.270 -3.212
H 0.137 -1.893 -3.524
H -0.802 3.519 3.851
H 1.907 -2.714 3.959
H -1.583 2.963 -1.694
H 1.318 1.100 2.015
H -3.147 4.714 -0.976
H 2.072 3.260 1.339
H -3.667 -2.467 -2.147
H -0.773 0.478 0.568
H 4.816 -1.424 -2.053
H -1.182 -1.197 3.411
H 0.319 2.834 5.039
H 0.001 -5.880 4.730
H -0.625 5.591 2.364
H 1.762 -3.630 -4.103
H -1.505 -5.174 5.326
H -0.379 1.506 2.399
H 0.047 -4.584 5.930
H -4.102 -2.189 0.269
H 2.047 -4.122 2.925
H -2.666 6.037 1.063
H 1.203 2.025 -6.660
H -0.645 -1.537 5.057
H -1.352 -3.607 1.231
H -2.646 -0.721 1.628
H 4.121 -3.417 -3.359
H 1.697 4.677 2.299
H 0.124 -2.967 -0.187
H -1.060 -5.276 1.748
H -2.241 -2.079 4.525
H -2.841 2.563 -5.367
H -2.479 -4.402 2.336
H 1.211 -4.198 0.500
H 0.710 0.897 3.660
H -2.287 1.554 -3.198
*
```